## 1
Density functional theory data (wB97M-V/def2-TZVPD) for a 2-piece molecular cluster, C9H14 overall.

Its HOMO-LUMO gap (alpha / beta) is 2.71 / 7.20 eV. The HOMO energy (alpha / beta) is 0.037 / -0.129 hartree.

```
! wB97M-V def2-TZVPD RIJCOSX def2/J DEFGRID3
* xyz -1 2
C -1.69 0.88 1.60
C -2.55 1.88 2.37
H -0.74 1.30 1.26
H -1.57 -0.01 2.20
H -2.17 0.68 0.64
H -3.59 1.69 2.18
H -2.38 2.90 2.01
H -2.48 1.83 3.46
C 0.20 -2.52 -2.00
C 2.07 0.94 -0.21
C 2.27 -0.35 0.40
C 1.27 1.08 -1.32
C 1.67 -1.45 -0.22
C 0.66 -0.05 -1.89
C 0.96 -1.37 -1.40
H 2.53 1.80 0.22
H 2.89 -0.46 1.28
H 1.04 2.07 -1.69
H 1.72 -2.41 0.31
H 0.00 0.08 -2.74
H -0.09 -3.28 -1.26
H 0.73 -3.06 -2.79
H -0.76 -2.16 -2.40
*
```

## 2
Density functional theory data (wB97M-V/def2-TZVPD) for a 2-piece molecular cluster, C9H14 overall.

Its HOMO-LUMO gap (alpha / beta) is 2.75 / 6.89 eV. The HOMO energy (alpha / beta) is 0.035 / -0.120 hartree.

```
! wB97M-V def2-TZVPD RIJCOSX def2/J DEFGRID3
* xyz -1 2
C -1.90 -3.18 1.19
C -1.27 -2.03 0.33
H -2.05 -2.84 2.21
H -2.87 -3.50 0.80
H -1.17 -3.98 1.29
H -1.66 -2.13 -0.66
H -0.20 -2.20 0.31
H -1.47 -1.05 0.77
C -0.69 1.27 -2.01
C 2.26 0.45 0.24
C 1.37 0.37 -0.83
C 2.28 1.50 1.15
C 0.43 1.46 -1.04
C 1.26 2.50 1.01
C 0.42 2.49 -0.09
H 2.93 -0.40 0.35
H 1.49 -0.38 -1.60
H 2.90 1.44 2.04
H 1.10 3.23 1.80
H -0.37 1.29 -3.07
H -1.42 2.09 -1.97
H -0.24 3.31 -0.32
H -1.14 0.28 -1.91
*
```

Which structure is most stable? 1, by 12.2 kJ/mol over the runner-up.

## 1
Density functional theory data (wB97M-V/def2-TZVPD) for one molecule with the formula C5H9N2P.

Its HOMO-LUMO gap (alpha / beta) is 7.71 / 7.71 eV. The HOMO energy (alpha / beta) is -0.279 / -0.279 hartree.

```
! wB97M-V def2-TZVPD RIJCOSX def2/J DEFGRID3
* xyz 0 1
C -0.14 1.16 3.24
C 0.53 0.52 -0.18
C 1.00 -1.61 -1.12
C -0.89 -0.25 -1.95
C 0.49 -0.19 -1.41
N 0.65 0.67 2.23
N 0.52 0.61 0.99
P -1.58 2.07 3.40
H 0.47 1.24 4.03
H 1.20 -2.48 -1.86
H 0.32 -1.99 -0.29
H 1.99 -1.44 -0.59
H -1.60 -0.59 -1.27
H -0.92 -0.73 -2.90
H -1.29 0.91 -2.20
H 1.18 0.22 -2.15
H -1.92 1.89 2.03
*
```

## 2
Density functional theory data (wB97M-V/def2-TZVPD) for a 2-piece molecular cluster, C5H9N2P overall.

Its HOMO-LUMO gap (alpha / beta) is 7.77 / 7.14 eV. The HOMO energy (alpha / beta) is -0.298 / -0.283 hartree.

```
! wB97M-V def2-TZVPD RIJCOSX def2/J DEFGRID3
* xyz 0 1
C -1.11 -1.71 -1.91
C -2.21 -1.82 -1.02
C -0.38 -0.63 -1.52
C -2.10 -0.80 -0.12
C 2.50 1.86 1.69
N -0.98 -0.07 -0.43
N -0.51 1.00 0.17
P 1.74 0.18 1.65
H -0.90 -2.37 -2.73
H -2.99 -2.55 -1.05
H 0.52 -0.21 -1.92
H -2.73 -0.53 0.71
H 3.58 1.77 1.79
H 2.11 2.42 2.53
H 2.26 2.39 0.77
H -1.08 1.23 0.99
H 2.29 -0.17 0.41
*
```

Which structure is most stable? 2, by 144.4 kJ/mol over the runner-up.

## 1
Density functional theory data (wB97M-V/def2-TZVPD) for a 2-piece molecular cluster, C11H18N2 overall.

Its HOMO-LUMO gap (alpha / beta) is 7.77 / 7.77 eV. The HOMO energy (alpha / beta) is -0.260 / -0.261 hartree.

```
! wB97M-V def2-TZVPD RIJCOSX def2/J DEFGRID3
* xyz 0 1
C -1.49 2.68 1.53
C -2.72 -1.41 -0.70
C -0.03 -2.51 1.79
C 2.77 0.47 -0.45
C -1.50 1.39 1.19
C 1.99 -0.34 0.24
C -2.05 -0.61 0.10
C -0.04 -1.65 0.80
C 4.01 1.07 0.10
C -2.51 1.38 -1.13
C 0.71 -1.42 -1.48
N -1.97 0.74 0.05
N 0.89 -1.20 -0.13
H -0.93 2.92 2.45
H -2.11 3.43 0.96
H -3.53 -1.04 -1.26
H -2.47 -2.53 -0.66
H 0.72 -3.33 2.00
H -0.72 -2.49 2.51
H 2.61 0.75 -1.53
H -0.92 0.74 1.84
H 2.23 -0.45 1.25
H 4.49 1.98 -0.55
H 4.05 1.13 1.23
H 4.80 0.33 -0.16
H -1.80 1.55 -1.99
H -3.31 0.66 -1.54
H -3.05 2.37 -0.82
H 1.27 -2.40 -1.86
H -0.42 -1.68 -1.76
H 1.02 -0.53 -2.03
*
```

## 2
Density functional theory data (wB97M-V/def2-TZVPD) for a 2-piece molecular cluster, C11H18N2 overall.

Its HOMO-LUMO gap (alpha / beta) is 7.41 / 7.51 eV. The HOMO energy (alpha / beta) is -0.251 / -0.254 hartree.

```
! wB97M-V def2-TZVPD RIJCOSX def2/J DEFGRID3
* xyz 0 1
C -2.84 1.79 0.39
C -1.15 -2.69 -0.66
C 1.74 -2.81 0.11
C 1.15 1.89 0.20
C -2.37 0.69 -0.36
C 1.28 0.59 -0.20
C -1.53 -1.44 -0.88
C 1.97 -1.58 -0.18
C 0.29 2.92 -0.52
C -1.37 -0.60 1.36
C 3.50 0.15 0.28
N -1.64 -0.41 0.00
N 2.29 -0.31 0.08
H -3.15 2.57 -0.23
H -2.49 1.97 1.41
H -0.58 -2.79 0.41
H -0.99 -3.36 -1.48
H 1.79 -3.27 1.07
H 1.73 -3.52 -0.78
H 1.87 2.32 0.90
H -2.60 0.68 -1.45
H 0.60 0.30 -1.03
H -0.16 3.45 0.32
H 0.89 3.58 -1.07
H -0.31 2.30 -1.10
H -2.01 -1.30 1.64
H -0.39 -0.93 1.41
H -1.54 0.40 1.88
H 4.33 -0.58 0.48
H -1.98 -1.16 -1.94
H 3.65 1.15 -0.06
*
```

Which structure is most stable? 1, by 56.6 kJ/mol over the runner-up.

## 1
Density functional theory data (wB97M-V/def2-TZVPD) for C30H29ClN7O10SW as an isolated structure.

Its HOMO-LUMO gap (alpha / beta) is 5.59 / 7.87 eV. The HOMO energy (alpha / beta) is -0.129 / -0.210 hartree.

```
! wB97M-V def2-TZVPD RIJCOSX def2/J DEFGRID3
* xyz -1 3
W -0.11 -1.91 1.06
C -2.52 0.91 2.84
C -2.91 -0.48 2.52
N -2.23 -1.42 1.88
C -3.05 -2.53 1.81
C -4.24 -2.26 2.42
N -4.13 -0.97 2.84
C -5.48 -3.02 2.65
O -5.50 -4.28 2.25
O -6.42 -2.49 3.20
C -2.53 -3.73 1.13
O -3.24 -4.72 0.99
O -1.34 -3.60 0.67
H -2.14 1.42 1.96
H -1.76 0.92 3.62
H -3.40 1.45 3.22
H -4.86 -0.48 3.34
H -4.61 -4.55 1.86
O 1.38 -3.13 1.21
N 2.55 -3.01 0.58
N 2.47 -1.95 -0.20
O 1.35 -1.21 -0.11
C 3.41 -1.60 -1.15
C 4.56 -2.39 -1.31
C 5.51 -2.01 -2.24
C 5.35 -0.86 -3.01
C 4.20 -0.10 -2.84
C 3.23 -0.45 -1.92
H 4.68 -3.29 -0.72
H 6.39 -2.62 -2.36
H 6.10 -0.57 -3.73
H 4.05 0.80 -3.43
H 2.33 0.14 -1.79
Cl -1.39 -1.24 -0.92
S -0.23 -3.05 3.33
C -0.76 -1.84 4.38
N -1.13 -1.02 5.11
C -0.99 4.04 -4.03
C -0.06 4.16 -2.85
C 1.06 4.99 -2.96
C 1.95 5.10 -1.91
C 1.75 4.38 -0.74
C 0.63 3.57 -0.61
N 0.38 2.78 0.52
C 0.93 2.90 1.78
C 1.30 4.13 2.34
C 1.82 4.21 3.61
C 1.99 3.07 4.39
C 1.62 1.84 3.86
C 1.09 1.75 2.58
C 0.70 0.41 2.10
O 1.21 -0.64 2.52
O -0.22 0.29 1.22
C -0.29 3.45 -1.68
C -1.47 2.53 -1.51
H -0.63 4.64 -4.86
H -2.00 4.38 -3.78
H -1.07 3.01 -4.37
H 1.23 5.54 -3.87
H 2.83 5.72 -2.00
H 2.48 4.42 0.05
H -0.03 1.88 0.34
H 1.15 5.04 1.76
H 2.09 5.18 4.01
H 2.39 3.13 5.39
H 1.72 0.93 4.44
H -2.01 2.77 -0.59
H -1.17 1.48 -1.43
H -2.17 2.61 -2.34
N -2.23 -4.37 -3.68
C -1.39 -4.49 -2.48
C 0.02 -3.97 -2.74
O 0.29 -3.76 -4.03
O 0.82 -3.79 -1.87
H -2.84 -5.17 -3.79
H -0.55 -3.95 -4.50
H -2.82 -3.55 -3.61
H -1.30 -5.54 -2.19
H -1.77 -3.96 -1.62
*
```

## 2
Density functional theory data (wB97M-V/def2-TZVPD) for C30H29ClN7O10SW as an isolated structure.

Its HOMO-LUMO gap (alpha / beta) is 6.82 / 7.35 eV. The HOMO energy (alpha / beta) is -0.178 / -0.205 hartree.

```
! wB97M-V def2-TZVPD RIJCOSX def2/J DEFGRID3
* xyz -1 3
W -1.10 1.60 0.92
C 2.92 1.81 0.82
C 2.06 2.50 1.81
N 0.74 2.65 1.78
C 0.39 3.34 2.90
C 1.50 3.64 3.65
N 2.54 3.09 2.93
C 1.73 4.34 4.93
O 0.67 4.83 5.52
O 2.86 4.41 5.38
C -1.06 3.63 3.08
O -1.44 4.34 4.02
O -1.77 3.13 2.15
H 2.47 1.88 -0.17
H 3.05 0.76 1.09
H 3.90 2.28 0.80
H 3.51 3.15 3.21
H -0.19 4.66 5.00
O -1.05 0.65 2.72
N -0.28 -0.32 2.94
N 0.41 -0.65 1.95
O 0.36 0.07 0.84
C 1.31 -1.78 2.00
C 1.31 -2.61 3.11
C 2.17 -3.70 3.11
C 3.00 -3.94 2.03
C 2.97 -3.10 0.93
C 2.12 -2.00 0.91
H 0.64 -2.42 3.94
H 2.17 -4.36 3.97
H 3.66 -4.80 2.04
H 3.61 -3.29 0.08
H 2.09 -1.34 0.06
Cl -2.44 -0.16 -0.05
S -2.83 2.96 -0.44
C -2.12 4.49 -0.48
N -1.64 5.54 -0.51
C 2.86 -5.24 -3.23
C 1.72 -4.51 -2.58
C 0.79 -5.23 -1.83
C -0.26 -4.58 -1.19
C -0.40 -3.21 -1.31
C 0.54 -2.48 -2.04
N 0.45 -1.07 -2.07
C -0.11 -0.38 -3.15
C -0.58 -1.02 -4.30
C -1.12 -0.28 -5.34
C -1.20 1.10 -5.26
C -0.71 1.74 -4.13
C -0.15 1.01 -3.09
C 0.47 1.76 -1.93
O 1.61 2.20 -2.03
O -0.26 1.87 -0.87
C 1.60 -3.12 -2.68
C 2.63 -2.33 -3.44
H 2.80 -6.30 -3.03
H 3.82 -4.87 -2.87
H 2.86 -5.10 -4.32
H 0.89 -6.30 -1.74
H -0.98 -5.15 -0.62
H -1.21 -2.68 -0.83
H 0.17 -0.67 -1.18
H -0.55 -2.10 -4.36
H -1.49 -0.80 -6.21
H -1.63 1.67 -6.06
H -0.75 2.82 -4.05
H 2.27 -1.34 -3.70
H 2.92 -2.84 -4.36
H 3.54 -2.20 -2.85
N -6.76 3.04 1.13
C -5.54 2.98 1.93
C -5.18 1.54 2.24
O -6.23 0.70 2.29
O -4.05 1.19 2.45
H -7.11 3.99 1.10
H -6.99 1.23 1.99
H -6.55 2.79 0.17
H -5.73 3.45 2.89
H -4.65 3.44 1.48
*
```

Which structure is most stable? 2, by 9.0 kJ/mol over the runner-up.

## 1
Density functional theory data (wB97M-V/def2-TZVPD) for an isolated ion of composition C3H6N3O and charge +1.

Its HOMO-LUMO gap (alpha / beta) is 9.62 / 6.33 eV. The HOMO energy (alpha / beta) is -0.487 / -0.525 hartree.

```
! wB97M-V def2-TZVPD RIJCOSX def2/J DEFGRID3
* xyz 1 3
C 1.34 0.67 -0.05
C -1.07 -0.43 0.49
C -0.10 -0.16 -0.60
N 3.22 -0.79 -0.08
N 2.41 0.08 0.05
N -1.13 0.76 -0.34
O 1.36 2.00 -0.05
H -1.93 -1.15 0.30
H -0.79 -0.48 1.58
H 0.11 -0.37 -1.62
H 3.76 -1.07 0.79
H -1.86 1.07 -1.06
H 0.40 2.38 -0.10
*
```

## 2
Density functional theory data (wB97M-V/def2-TZVPD) for an isolated ion of composition C3H6N3O and charge +1.

Its HOMO-LUMO gap (alpha / beta) is 7.44 / 6.29 eV. The HOMO energy (alpha / beta) is -0.404 / -0.555 hartree.

```
! wB97M-V def2-TZVPD RIJCOSX def2/J DEFGRID3
* xyz 1 3
C -0.15 1.15 0.21
C 1.29 1.19 0.16
C -1.91 -0.52 -0.07
N 0.41 -0.95 0.04
N -0.53 -0.09 0.16
N 1.44 -0.18 -0.03
O 2.59 -0.84 -0.17
H -0.68 2.00 0.38
H 1.99 2.01 -0.13
H -2.73 0.20 0.30
H -2.00 -0.54 -1.19
H -1.93 -1.52 0.34
H 2.22 -1.92 0.00
*
```

Which structure is most stable? 1, by 178.6 kJ/mol over the runner-up.

## 1
Density functional theory data (wB97M-V/def2-TZVPD) for a 6-piece molecular cluster, C12H24Cl12 overall.

Its HOMO-LUMO gap is 10.87 eV. The HOMO energy is -0.392 hartree. The SMILES is ClCCCl.ClCCCl.ClCCCl.ClCCCl.ClCCCl.ClCCCl.

```
! wB97M-V def2-TZVPD RIJCOSX def2/J DEFGRID3
* xyz 0 1
Cl -5.79 5.15 -1.17
C -4.76 4.16 -0.12
C -5.40 2.85 0.44
Cl -5.59 1.72 -0.93
H -4.43 4.82 0.69
H -3.88 3.90 -0.71
H -6.36 3.19 0.83
H -4.84 2.26 1.17
Cl -2.76 -3.51 -5.57
C -1.87 -3.26 -4.09
C -1.09 -4.48 -3.64
Cl 0.19 -4.89 -4.81
H -2.50 -2.87 -3.29
H -1.21 -2.41 -4.27
H -1.76 -5.31 -3.42
H -0.53 -4.26 -2.73
Cl 1.29 4.35 -3.47
C 2.98 3.98 -3.99
C 3.36 5.20 -4.89
Cl 5.02 4.81 -5.59
H 2.96 3.08 -4.60
H 3.66 3.90 -3.14
H 3.46 6.09 -4.27
H 2.69 5.36 -5.74
Cl -6.28 -5.20 4.55
C -6.16 -4.90 2.76
C -5.42 -3.57 2.38
Cl -3.74 -3.66 2.85
H -7.16 -5.00 2.36
H -5.53 -5.67 2.31
H -5.85 -2.64 2.76
H -5.42 -3.47 1.30
Cl 6.56 1.44 3.48
C 7.33 -0.01 4.24
C 7.73 0.16 5.73
Cl 6.41 0.66 6.80
H 8.19 -0.26 3.62
H 6.55 -0.76 4.09
H 8.47 0.95 5.88
H 8.13 -0.75 6.19
Cl 2.00 -0.81 -1.18
C 2.35 -0.04 0.37
C 1.19 -0.29 1.36
Cl -0.25 0.47 0.63
H 2.37 1.04 0.24
H 3.31 -0.42 0.71
H 1.45 0.24 2.28
H 0.98 -1.34 1.60
*
```

## 2
Density functional theory data (wB97M-V/def2-TZVPD) for a 6-piece molecular cluster, C12H24Cl12 overall.

Its HOMO-LUMO gap is 10.64 eV. The HOMO energy is -0.383 hartree. The SMILES is ClCCCl.ClCCCl.ClCCCl.ClCCCl.ClCCCl.ClCCCl.

```
! wB97M-V def2-TZVPD RIJCOSX def2/J DEFGRID3
* xyz 0 1
Cl -1.73 -1.88 -5.63
C -1.79 -0.49 -4.53
C -1.07 -0.76 -3.23
Cl -1.84 -2.11 -2.32
H -2.83 -0.21 -4.39
H -1.25 0.30 -5.06
H -1.06 0.10 -2.57
H -0.05 -1.05 -3.46
Cl -5.16 -1.93 -0.40
C -6.09 -0.94 0.81
C -7.03 -1.86 1.53
Cl -7.86 -0.98 2.84
H -6.65 -0.25 0.19
H -5.35 -0.49 1.46
H -6.53 -2.71 1.97
H -7.81 -2.24 0.87
Cl 2.70 0.79 -2.23
C 2.22 2.29 -1.39
C 3.02 3.47 -1.89
Cl 2.61 3.80 -3.62
H 2.39 2.13 -0.33
H 1.16 2.48 -1.53
H 4.10 3.33 -1.86
H 2.75 4.41 -1.41
Cl 1.91 -3.21 -1.63
C 2.38 -3.02 0.07
C 3.05 -1.71 0.37
Cl 4.51 -1.35 -0.56
H 2.97 -3.90 0.33
H 1.46 -3.06 0.65
H 3.32 -1.66 1.43
H 2.40 -0.86 0.20
Cl 0.47 0.42 1.72
C -1.06 1.16 1.16
C -2.05 0.09 0.76
Cl -2.50 -0.87 2.18
H -0.83 1.82 0.33
H -1.47 1.79 1.94
H -1.75 -0.54 -0.08
H -3.00 0.54 0.46
Cl 4.54 2.43 1.69
C 4.75 1.11 2.87
C 3.56 1.17 3.85
Cl 3.75 -0.17 5.02
H 5.68 1.26 3.42
H 4.78 0.16 2.36
H 2.65 1.08 3.26
H 3.63 2.11 4.38
*
```

Which structure is most stable? 2, by 104.8 kJ/mol over the runner-up.